1.
A structure of composition C39H52N4OP2Zr at a distorted geometry, computed with ωB97M-V/def2-TZVPD.

```
99
Properties=species:S:1:pos:R:3:mulliken_charge:R:1
Zr -1.542 0.571 -0.343 -0.78
C 4.747 -3.348 4.746 -0.39
C 4.978 -2.430 3.799 -0.31
C 5.663 -2.563 2.464 -0.37
C 5.829 -3.987 1.890 -0.96
C 4.513 -4.700 1.687 -0.25
C 3.791 -5.396 2.574 -0.44
C 4.059 -5.693 4.026 -0.54
C 5.103 -4.815 4.749 -0.90
C -3.354 0.074 -1.302 -1.55
H 4.202 -3.008 5.627 0.34
H 4.622 -1.421 4.007 0.60
H 6.654 -2.086 2.522 0.37
H 5.095 -1.962 1.740 -0.01
H 6.326 -3.894 0.917 0.42
H 6.506 -4.568 2.519 0.34
H 4.091 -4.603 0.687 0.37
H 2.857 -5.823 2.207 0.37
H 4.354 -6.750 4.126 0.34
H 3.103 -5.608 4.562 0.32
H 5.156 -5.156 5.790 0.39
H 6.094 -4.986 4.326 0.32
H -4.230 0.323 -0.677 0.50
H -3.392 -1.005 -1.555 0.67
H -3.412 0.653 -2.248 0.35
P -0.399 -1.182 -1.314 1.14
P 0.502 1.060 0.613 0.15
N -0.929 -2.795 -0.955 0.53
N -0.261 -1.326 -3.053 0.68
N 0.771 0.375 2.189 0.63
N 1.065 2.697 0.773 0.77
C 1.390 -1.180 -0.765 -1.48
C 1.837 0.244 -0.395 -0.97
C -1.906 -3.076 0.007 -0.41
C -1.945 -4.444 0.183 -0.63
C -0.965 -5.024 -0.690 -0.71
C -0.347 -3.996 -1.374 -0.40
C -1.362 -1.323 -3.910 -0.57
C -0.904 -1.121 -5.198 -0.59
C 0.519 -0.965 -5.133 -0.79
C 0.890 -1.082 -3.807 -0.41
C -0.273 0.207 3.106 -0.32
C 0.250 -0.345 4.258 -0.89
C 1.657 -0.526 4.052 -0.35
C 1.956 -0.078 2.780 -0.49
C 2.177 3.171 1.474 -0.27
C 2.344 4.504 1.152 -0.73
C 1.316 4.861 0.219 -0.98
C 0.542 3.739 0.000 -1.11
H 2.044 -1.643 -1.529 0.81
H 1.406 -1.833 0.130 0.50
H 2.813 0.244 0.124 0.67
H 1.939 0.884 -1.293 0.39
H -2.466 -2.257 0.463 0.43
H -2.616 -4.979 0.858 0.46
H -0.748 -6.088 -0.813 0.46
H 0.430 -3.994 -2.140 0.49
H -2.367 -1.483 -3.515 0.46
H -1.523 -1.102 -6.097 0.52
H 1.199 -0.802 -5.971 0.47
H 1.870 -1.015 -3.333 0.45
H -1.287 0.496 2.824 0.33
H -0.319 -0.602 5.155 0.45
H 2.373 -0.949 4.762 0.42
H 2.903 -0.048 2.243 0.52
H 2.717 2.524 2.165 0.51
H 3.114 5.165 1.561 0.44
H 1.151 5.844 -0.230 0.49
H -0.340 3.563 -0.617 1.13
C -1.776 2.140 -4.361 -1.26
C -3.187 2.729 -4.286 0.03
C -4.203 1.717 -4.862 -1.24
C -3.624 3.248 -2.902 0.65
C -4.811 4.009 -2.902 -0.86
C -5.316 4.559 -1.736 -1.34
C -4.652 4.378 -0.536 -0.67
C -3.470 3.615 -0.464 0.77
C -2.771 3.501 0.882 2.74
C -2.288 4.895 1.325 -1.49
C -3.668 2.882 1.959 -1.45
C -2.944 3.030 -1.656 1.10
O -1.825 2.244 -1.623 -0.38
H -1.692 1.225 -3.755 -0.09
H -1.031 2.888 -4.017 0.29
H -1.532 1.874 -5.412 0.63
H -3.167 3.612 -4.963 0.66
H -4.252 0.791 -4.256 0.19
H -5.224 2.146 -4.912 0.41
H -3.914 1.426 -5.894 0.43
H -5.351 4.188 -3.822 0.50
H -6.228 5.144 -1.769 0.41
H -5.072 4.842 0.346 0.41
H -1.889 2.845 0.794 -1.90
H -3.139 5.591 1.487 0.40
H -1.708 4.825 2.269 0.40
H -1.634 5.343 0.547 0.29
H -3.992 1.868 1.649 0.24
H -3.103 2.797 2.912 0.41
H -4.566 3.507 2.151 0.35
```

Maximum force: 13.58 eV/Å
Highest occupied orbital energy (spin up / spin down): -0.4659 / -0.4659 Eh
HOMO-LUMO gap (spin up / spin down): 3.772 / 3.686 eV
Net charge: +2


2.
The ion C5H15N2O with charge +1 at a distorted geometry, computed with ωB97M-V/def2-TZVPD.

```
23
Properties=species:S:1:pos:R:3:mulliken_charge:R:1
C 2.504 0.873 -0.558 -1.33
C 1.228 0.195 -1.060 0.40
N 0.991 0.502 -2.637 -0.39
C 0.001 0.820 -0.351 -1.26
N -0.428 -0.085 0.821 -0.23
C -1.603 -0.862 0.627 -0.32
C -1.836 -1.417 1.990 -0.63
O -2.042 -0.427 3.033 -0.54
H 2.687 0.536 0.488 0.38
H 3.536 0.500 -0.847 0.37
H 2.301 1.972 -0.413 0.33
H 1.360 -0.840 -0.828 0.27
H 1.579 -0.200 -3.174 0.38
H -0.107 0.230 -2.697 0.42
H 1.139 1.436 -2.956 0.33
H -0.815 1.020 -1.012 0.55
H 0.260 1.792 0.035 0.47
H -0.357 0.387 1.710 0.29
H -1.457 -1.757 -0.084 0.22
H -2.354 -0.292 0.152 0.34
H -2.709 -2.161 2.079 0.41
H -0.878 -1.878 2.455 0.23
H -3.002 -0.342 3.228 0.31
```

Maximum force: 5.11 eV/Å
SMILES: C[C@H]([NH3+])CNCCO
Highest occupied orbital energy: -0.4599 Eh
HOMO-LUMO gap: 8.859 eV
Net charge: +1


3.
The molecule C5H8FN at a distorted geometry, computed with ωB97M-V/def2-TZVPD.

```
15
Properties=species:S:1:pos:R:3:mulliken_charge:R:1
F -2.687 -0.820 0.228 -0.28
C -1.871 0.113 -0.273 0.01
C -0.650 0.462 0.487 -0.17
C 0.566 -0.101 1.175 -0.71
C 1.552 -0.117 -0.092 -0.46
N 0.717 -0.031 -1.383 -0.52
C -0.579 -0.394 -0.789 -0.15
H -2.439 0.915 -0.636 0.38
H -0.484 1.472 0.174 0.17
H 0.334 -1.129 1.560 0.23
H 0.978 0.497 1.965 0.34
H 2.175 -1.064 -0.155 0.26
H 2.220 0.730 0.023 0.33
H 0.710 0.899 -1.804 0.31
H -0.540 -1.433 -0.480 0.26
```

Maximum force: 1.62 eV/Å
SMILES: F[C@H]1[C@H]2CCN[C@H]12
Highest occupied orbital energy: -0.3084 Eh
HOMO-LUMO gap: 9.461 eV


4.
The molecule C13H17F3N2O2S, computed with ωB97M-V/def2-TZVPD.

```
38
Properties=species:S:1:pos:R:3:mulliken_charge:R:1
C -0.973 -3.876 1.977 -1.05
S -1.158 -2.077 1.881 1.12
O -1.211 -1.562 3.215 -0.66
O -2.244 -1.764 0.992 -0.64
N 0.315 -1.620 1.196 -0.10
C 0.656 -0.249 1.549 -0.36
C 2.027 0.087 0.958 -1.23
N 2.067 -0.055 -0.479 0.29
C 1.656 1.076 -1.290 -1.76
C 0.174 1.402 -1.354 1.25
C -0.649 0.600 -2.140 -0.67
C -2.021 0.768 -2.173 -0.42
C -2.610 1.768 -1.421 -0.77
C -1.812 2.627 -0.690 -0.67
C -0.430 2.460 -0.665 0.06
C 0.382 3.498 0.061 0.90
F 1.312 4.067 -0.736 -0.27
F -0.361 4.511 0.524 -0.30
F 1.056 3.029 1.129 -0.25
C 1.640 -1.381 -0.855 -1.23
C 0.300 -1.821 -0.241 -0.38
H -1.694 -4.234 2.700 0.42
H 0.035 -4.072 2.313 0.32
H -1.165 -4.307 1.004 0.37
H 0.670 -0.193 2.637 0.62
H -0.108 0.445 1.174 0.20
H 2.319 1.096 1.239 0.45
H 2.760 -0.615 1.371 0.39
H 1.995 0.865 -2.310 0.44
H 2.226 1.933 -0.927 0.49
H -0.196 -0.171 -2.747 0.46
H -2.628 0.118 -2.784 0.45
H -3.680 1.897 -1.420 0.41
H -2.261 3.438 -0.138 0.51
H 1.589 -1.456 -1.942 0.41
H 2.415 -2.072 -0.500 0.42
H 0.149 -2.886 -0.426 0.49
H -0.541 -1.272 -0.681 0.29
```

Maximum force: 0.96 eV/Å
SMILES: CS(=O)(=O)N1CCN(Cc2ccccc2C(F)(F)F)CC1
Highest occupied orbital energy: -0.3145 Eh
HOMO-LUMO gap: 9.168 eV


5.
The ion C3H7N4 with charge +1 at a distorted geometry, computed with ωB97M-V/def2-TZVPD.

```
14
Properties=species:S:1:pos:R:3:mulliken_charge:R:1
H -1.430 0.863 2.443 0.27
N -1.301 0.891 1.441 -0.25
N -0.403 1.632 1.070 0.15
N 0.138 1.964 -0.010 -0.23
C 0.606 1.012 -0.675 -0.05
N 0.150 -0.282 -0.460 0.05
C -1.146 -0.413 -0.290 -0.27
C 1.197 -1.272 -0.341 -0.87
H 1.323 1.095 -1.491 0.45
H -1.741 -1.292 0.005 0.40
H -1.784 0.386 -0.721 0.32
H 1.057 -2.083 -1.047 0.34
H 1.181 -1.674 0.661 0.35
H 2.153 -0.827 -0.587 0.35
```

Maximum force: 6.12 eV/Å
SMILES: [H]/N=N/N=C\[N+](=C)C
Highest occupied orbital energy: -0.5171 Eh
HOMO-LUMO gap: 9.310 eV
Net charge: +1


6.
A cluster of 2 separate species, C3H6N in total at a distorted geometry, computed with ωB97M-V/def2-TZVPD.

```
10
Properties=species:S:1:pos:R:3:mulliken_charge:R:1
C -3.288 -0.470 0.010 0.05
C 2.100 -0.319 -0.077 -0.91
C -1.131 0.753 0.004 -0.20
N -2.266 0.111 0.053 0.02
H -4.142 -1.043 0.119 0.47
H 2.072 -1.216 -0.676 0.36
H 1.544 -0.370 1.013 0.28
H 2.857 0.539 -0.052 0.29
H -0.255 0.225 -0.276 0.32
H -1.194 1.784 -0.085 0.32
```

Maximum force: 4.39 eV/Å
Highest occupied orbital energy (spin up / spin down): -0.5737 / -0.4644 Eh
HOMO-LUMO gap (spin up / spin down): 10.334 / 5.196 eV
Net charge: +1